{
  "formula": "C9H27BNO11S4",
  "method": "ωB97M-V/def2-TZVPD",
  "elements": ["O", "B", "O", "N", "S", "H", "H", "H", "O", "S", "O", "O", "C", "C", "C", "H", "H", "H", "H", "H", "H", "H", "H", "O", "S", "O", "O", "C", "C", "C", "H", "H", "H", "H", "H", "H", "H", "H", "O", "S", "O", "O", "C", "C", "C", "H", "H", "H", "H", "H", "H", "H", "H"],
  "coordinates": [[5.8549, -3.6142, 0.7347], [5.7950, -2.1981, 0.9255], [7.0694, -1.5321, 0.7622], [4.6707, -1.4979, 1.3107], [3.1732, -1.9872, 0.7239], [6.2039, -3.8427, -0.1290], [7.1265, -1.1583, -0.1186], [3.3755, -2.9822, -0.1757], [2.1370, 2.3363, -1.7336], [2.1983, 2.1569, -0.3073], [1.0884, 1.5390, 0.3505], [2.4464, 3.6034, 0.3462], [1.5568, 4.6531, -0.0805], [0.2006, 4.5947, 0.5890], [3.7081, 1.4177, 0.1638], [1.4656, 4.6160, -1.1676], [2.0734, 5.5782, 0.1740], [-0.3582, 3.7147, 0.2813], [-0.3809, 5.4760, 0.3165], [0.3070, 4.5577, 1.6739], [4.5121, 1.9616, -0.3256], [3.6932, 0.3752, -0.1558], [3.8058, 1.4520, 1.2447], [-1.6165, -6.5641, 0.2745], [-1.7956, -5.9032, 1.5345], [-2.9178, -5.0309, 1.7081], [-0.4644, -5.1798, 1.9446], [0.1686, -4.2742, 0.9849], [-0.5256, -2.9347, 0.9254], [-1.7981, -7.0953, 2.8313], [0.2059, -4.7553, 0.0075], [1.1907, -4.1560, 1.3388], [-1.5248, -3.0231, 0.4972], [0.0596, -2.2461, 0.3157], [-0.6253, -2.5120, 1.9245], [-0.9322, -7.7402, 2.7129], [-2.7200, -7.6643, 2.7348], [-1.7714, -6.5701, 3.7820], [-2.7213, 4.3602, -0.7395], [-4.0128, 3.8788, -1.1236], [-4.6988, 2.9439, -0.2879], [-3.9112, 3.3079, -2.5973], [-2.8421, 2.3475, -2.8509], [-3.1580, 0.9666, -2.3237], [-5.0845, 5.2301, -1.4709], [-1.9118, 2.7333, -2.4341], [-2.7429, 2.3419, -3.9341], [-3.1795, 0.9504, -1.2357], [-2.3908, 0.2697, -2.6608], [-4.1303, 0.6303, -2.6848], [-4.5730, 5.9209, -2.1349], [-5.3059, 5.7038, -0.5171], [-5.9931, 4.8439, -1.9245]],
  "forces_ev_per_angstrom": [[-0.530, 0.063, -0.353], [0.170, 0.096, 0.352], [0.138, -0.359, 0.008], [0.078, 0.144, -0.852], [-0.409, -0.121, 0.503], [0.361, -0.040, 0.114], [-0.088, 0.257, 0.130], [0.232, -0.078, 0.058], [-0.042, -0.049, -0.031], [0.078, 0.102, 0.023], [-0.049, -0.035, -0.026], [-0.035, -0.044, 0.014], [-0.109, 0.239, -0.105], [0.023, -0.144, 0.071], [0.157, 0.019, -0.066], [0.004, -0.056, 0.000], [0.094, -0.071, 0.064], [-0.012, 0.014, -0.018], [0.005, 0.007, -0.003], [0.033, 0.055, -0.003], [-0.005, 0.031, 0.027], [-0.111, -0.032, 0.074], [-0.032, -0.068, 0.007], [-0.080, 0.005, -0.057], [0.153, -0.013, 0.094], [-0.076, -0.022, -0.043], [0.047, 0.015, -0.013], [0.267, 0.346, -0.233], [-0.261, -0.046, 0.021], [-0.018, -0.049, 0.009], [-0.115, -0.145, 0.064], [-0.043, -0.071, 0.144], [0.009, 0.000, -0.016], [0.084, -0.022, 0.050], [0.089, 0.041, -0.008], [0.006, 0.007, 0.005], [-0.004, 0.011, -0.015], [-0.003, 0.005, -0.002], [-0.035, 0.099, 0.156], [0.035, -0.109, -0.220], [-0.031, 0.047, 0.097], [-0.028, -0.079, -0.002], [0.276, -0.159, -0.111], [-0.151, 0.053, 0.113], [0.003, 0.051, -0.032], [-0.054, 0.065, 0.061], [-0.110, 0.070, -0.010], [0.038, -0.001, 0.002], [0.015, 0.019, -0.015], [0.028, -0.024, -0.048], [0.000, 0.000, -0.001], [0.009, -0.014, 0.008], [-0.003, -0.009, 0.012]],
  "charge": -1
}

{
  "formula": "C2H3ClF2S",
  "method": "ωB97M-V/def2-TZVPD",
  "elements": ["F", "C", "F", "Cl", "C", "S", "H", "H", "H"],
  "coordinates": [[-0.9470, 1.1807, 0.7429], [-0.8525, 0.1002, -0.0219], [-1.2740, 0.6325, -1.2603], [-2.0760, -1.1514, 0.2819], [0.6150, -0.5557, -0.1251], [2.0118, 0.4352, 0.4890], [0.5851, -1.4746, 0.4717], [0.7968, -0.6509, -1.2888], [1.1407, 1.4839, 0.7107]],
  "forces_ev_per_angstrom": [[0.001, -0.461, 1.166], [0.379, 0.182, -2.526], [1.049, -0.794, 0.671], [0.310, 0.304, 0.600], [-0.949, 0.494, -1.955], [-1.319, 1.148, 0.290], [0.012, 0.046, -0.763], [-0.646, -0.500, 2.494], [1.161, -0.420, 0.024]],
  "smiles": "FC(F)(Cl)CS",
  "de_lowest_kcal_mol": 12.5
}

{
  "formula": "C4H5N3O2",
  "method": "ωB97M-V/def2-TZVPD",
  "elements": ["N", "N", "C", "C", "O", "N", "C", "O", "C", "H", "H", "H", "H", "H"],
  "coordinates": [[2.1878, 0.3425, -0.6391], [0.8552, 0.0898, -0.5643], [0.2221, -0.7353, 0.5207], [-1.0669, -1.2589, 0.0115], [-1.4771, -2.3846, -0.0548], [-1.8647, -0.0696, -0.2554], [-1.3031, 1.1191, 0.0891], [-1.8880, 2.1774, 0.0043], [0.1126, 0.7614, 0.4313], [2.4638, -0.4639, -1.1744], [2.8346, 0.4868, 0.1466], [0.9504, -1.3924, 0.8972], [-2.8532, -0.0334, -0.4151], [0.8265, 1.3610, 1.0025]],
  "forces_ev_per_angstrom": [[1.635, -0.627, -0.911], [-2.811, 0.336, -1.454], [0.251, 0.503, -1.336], [-1.685, 0.854, 0.358], [0.312, 0.408, -0.185], [0.329, -1.534, 0.305], [-0.171, 0.454, -0.802], [0.819, -0.321, 0.529], [2.126, 0.762, 1.826], [1.130, 0.210, -0.310], [-0.999, -0.300, 0.501], [0.447, -0.442, 1.455], [-0.338, -0.589, -0.373], [-1.045, 0.287, 0.397]],
  "smiles": "NN1[C@@H]2C(=O)NC(=O)[C@@H]21",
  "de_lowest_kcal_mol": 88.1
}

{
  "formula": "C5H9NO2",
  "method": "ωB97M-V/def2-TZVPD",
  "elements": ["C", "C", "N", "C", "O", "C", "C", "O", "H", "H", "H", "H", "H", "H", "H", "H", "H"],
  "coordinates": [[2.5013, 1.0060, 0.6407], [1.1179, 1.1174, 0.1112], [0.1940, 0.3712, 0.5067], [-1.2078, 0.5796, -0.1618], [-2.0897, 1.2372, 0.6175], [-1.4612, -0.9165, -0.0188], [-0.8194, -1.9006, -0.9343], [-2.1989, -1.1863, 0.9301], [3.2205, 0.9200, -0.1743], [2.8246, 1.8759, 1.2075], [2.6262, 0.1408, 1.2861], [0.8905, 1.9064, -0.6258], [-1.1620, 0.9444, -1.1940], [-2.4486, 0.3733, 1.2415], [-0.2318, -1.3945, -1.6945], [-0.1587, -2.5498, -0.3610], [-1.5969, -2.5243, -1.3768]],
  "forces_ev_per_angstrom": [[0.624, -0.130, 0.001], [0.071, 0.781, -0.271], [-1.306, 0.413, -0.453], [1.550, -1.228, 0.753], [-0.939, -1.823, 1.928], [-1.697, 0.021, 0.686], [0.022, -0.156, 0.336], [0.713, -0.600, -1.044], [-0.021, -0.025, -0.164], [-0.241, 0.279, 0.027], [-0.226, -0.101, 0.003], [0.338, -0.087, 0.034], [0.227, 0.155, 0.147], [0.921, 2.489, -1.828], [-0.050, -0.006, -0.121], [-0.020, -0.031, 0.035], [0.036, 0.049, -0.068]],
  "smiles": "C/C=N/[C@H](O)C(C)=O",
  "de_lowest_kcal_mol": 45.0
}

{
  "formula": "C17H43N3O13P2",
  "method": "ωB97M-V/def2-TZVPD",
  "elements": ["C", "C", "C", "C", "C", "C", "C", "C", "C", "N", "O", "H", "H", "H", "H", "H", "H", "H", "H", "H", "H", "H", "H", "H", "H", "H", "H", "H", "H", "H", "C", "O", "P", "O", "O", "C", "O", "C", "H", "H", "H", "H", "H", "H", "H", "H", "H", "C", "O", "P", "O", "O", "C", "O", "C", "H", "H", "H", "H", "H", "H", "H", "H", "H", "C", "N", "O", "O", "H", "H", "H", "C", "N", "O", "O", "H", "H", "H"],
  "coordinates": [[0.0210, 0.8423, 4.2414], [-1.1015, -0.1465, 3.9162], [-0.6330, -1.5979, 4.0817], [-2.2419, 0.0995, 4.9021], [-3.5320, -0.6557, 4.5604], [-3.9867, -0.4137, 3.1132], [-2.8503, -0.6338, 2.1363], [-2.5688, -2.0361, 1.7996], [-3.2458, 0.0341, 0.6972], [-1.7023, 0.1175, 2.5887], [-0.6510, -0.0122, 1.6402], [-0.3370, 1.8417, 3.8939], [0.0593, 0.9034, 5.3315], [1.0666, 0.7039, 3.9148], [-0.0159, -1.9727, 3.2044], [-0.0039, -1.6676, 4.9907], [-1.5096, -2.2719, 4.2163], [-1.9633, -0.2082, 5.8919], [-2.4749, 1.1878, 4.9855], [-3.3948, -1.6968, 4.8082], [-4.2875, -0.2078, 5.2376], [-4.3984, 0.6365, 2.9969], [-4.7791, -1.0662, 2.8039], [-1.6866, -2.0978, 1.1747], [-3.3300, -2.5454, 1.2746], [-2.4248, -2.6748, 2.6487], [-3.0007, 1.1003, 0.6910], [-4.2688, -0.0138, 0.3952], [-2.7023, -0.4657, -0.0870], [-0.8611, 0.5249, 0.8552], [4.4652, -4.1341, -1.2652], [4.3186, -2.7215, -0.9965], [3.1172, -1.8827, -1.5005], [2.3654, -2.4339, -2.6964], [2.1516, -1.6200, -0.3485], [2.5573, -1.1206, 0.9719], [3.8265, -0.4928, -1.6827], [4.9621, -0.2980, -2.5503], [5.2868, -4.3428, -1.9287], [3.6390, -4.5624, -1.8470], [4.5903, -4.5125, -0.2814], [3.0071, -0.1454, 0.8979], [3.2248, -1.7586, 1.5047], [1.5602, -1.0780, 1.5765], [5.8167, -0.9234, -2.2173], [5.2394, 0.7665, -2.5906], [4.6749, -0.7207, -3.4857], [-1.2343, -1.3452, -2.6025], [-1.8711, -0.1717, -2.7323], [-1.4947, 1.3077, -2.2901], [-0.6955, 1.1907, -1.0674], [-2.8972, 2.0192, -2.0469], [-3.9114, 1.9955, -3.1924], [-0.8206, 1.8989, -3.5462], [-0.5370, 3.2098, -3.8514], [-0.2219, -1.1303, -2.2599], [-1.1905, -1.8551, -3.5569], [-1.7194, -1.9660, -1.8772], [-4.6135, 1.3173, -2.8235], [-3.3758, 1.7136, -4.1808], [-4.3178, 3.0159, -3.1965], [-1.3980, 3.8768, -3.8698], [0.0391, 3.4506, -4.7558], [0.0291, 3.6017, -2.9562], [1.4485, 2.5329, 0.9326], [2.6558, 2.9422, 1.7599], [2.9969, 4.0719, 1.7672], [3.2313, 2.0167, 2.3346], [1.6921, 1.8380, 0.2197], [0.8715, 3.3590, 0.5128], [0.8589, 1.8735, 1.6496], [1.8182, 0.1745, -4.6718], [2.3574, 1.5941, -4.7116], [3.2704, 1.8638, -3.9328], [1.9311, 2.2442, -5.6200], [1.8879, -0.1244, -3.5832], [2.3853, -0.4836, -5.3392], [0.8272, 0.3414, -4.9776]],
  "forces_ev_per_angstrom": [[-0.395, 1.235, -0.028], [-0.285, -0.699, -0.372], [0.647, -0.874, -0.163], [-0.742, 0.762, -0.313], [-0.519, 1.383, 0.186], [0.192, 1.075, 0.305], [-1.246, 1.889, -2.369], [0.881, -1.640, 0.314], [0.854, 0.174, 1.502], [0.981, 1.352, 0.154], [0.572, -0.333, -0.159], [0.423, -0.567, 0.195], [0.108, 0.018, 0.047], [-0.688, -0.429, -0.345], [-0.786, 0.544, 1.012], [-0.265, -0.037, -0.400], [0.931, 0.401, -0.020], [0.474, -0.181, 0.578], [0.285, -0.598, -0.320], [-0.257, -0.436, -0.078], [0.134, -0.678, -0.234], [0.663, -1.006, 0.219], [-0.610, -0.485, 0.076], [0.306, -0.014, -0.011], [-1.296, -0.107, -0.882], [0.257, -0.242, 0.534], [0.152, -0.122, 0.087], [-1.033, -0.417, 0.364], [0.435, -0.060, -0.266], [-0.189, 0.063, 0.195], [-0.703, 0.419, -0.629], [1.001, -1.230, -0.233], [-1.283, -0.380, -3.765], [1.564, 0.865, 1.946], [-0.617, 0.355, 2.298], [-2.894, 0.200, 0.538], [0.321, 1.116, 0.121], [0.384, -0.796, 0.755], [0.874, 0.392, 0.176], [-0.374, 0.331, 0.715], [0.131, -1.116, 0.469], [-0.016, 0.378, -0.178], [0.565, -0.857, -0.071], [1.853, 0.171, -1.180], [-0.402, 0.528, 0.207], [-0.418, -0.594, 0.021], [-0.044, 0.252, -1.135], [2.535, -1.472, 0.373], [-2.899, 3.832, -1.364], [-1.049, -2.488, 1.971], [0.544, 1.134, 0.311], [0.074, -0.063, -1.838], [2.994, 1.175, -0.020], [-0.077, -1.363, -1.914], [1.106, 3.436, 2.053], [0.264, -0.609, 0.072], [0.018, -0.180, -0.199], [-0.347, -0.462, 0.456], [-1.200, -1.215, -0.105], [-1.187, 0.398, 1.712], [0.166, -0.428, -0.283], [-0.578, -0.406, -0.153], [-0.139, -1.159, 0.236], [-0.070, -0.045, -1.074], [-1.579, 0.121, 3.232], [-0.643, -2.696, -0.931], [0.500, 2.054, 0.177], [-0.365, 0.582, -0.196], [1.258, -1.352, -1.985], [0.434, 0.015, 0.402], [0.347, 1.215, -0.759], [0.898, 0.470, 2.429], [1.748, -2.600, 0.453], [-1.123, 0.553, -0.766], [-0.115, 1.647, -0.470], [-0.078, -0.062, -1.498], [-0.034, 0.422, 0.253], [-1.327, -0.458, -0.443]],
  "smiles": "CC1(C)CCCC(C)(C)N1O.COP(=O)(OC)OC.COP(=O)(OC)OC.C[N+](=O)[O-].C[N+](=O)[O-]"
}

{
  "formula": "C13H17NO3",
  "method": "ωB97M-V/def2-TZVPD",
  "elements": ["C", "C", "O", "C", "O", "C", "C", "C", "C", "C", "C", "C", "C", "N", "C", "C", "O", "H", "H", "H", "H", "H", "H", "H", "H", "H", "H", "H", "H", "H", "H", "H", "H", "H"],
  "coordinates": [[2.9949, -2.2611, -2.3304], [2.1912, -0.9941, -2.0760], [1.5318, -1.0310, -0.8082], [0.3732, -1.6726, -0.7669], [-0.0766, -2.3474, -1.6563], [-0.3109, -1.6122, 0.6106], [0.4381, -0.7951, 1.6883], [0.2095, 0.6834, 1.5431], [-0.9347, 1.2613, 2.0800], [-1.1918, 2.6103, 1.9132], [-0.3018, 3.4019, 1.2096], [0.8498, 2.8388, 0.6876], [1.1047, 1.4901, 0.8553], [-1.6536, -1.1208, 0.3834], [-1.8838, -0.1489, -0.5313], [-3.3159, 0.3295, -0.5752], [-1.0048, 0.2706, -1.2528], [3.7138, -2.4214, -1.5299], [3.5280, -2.1700, -3.2724], [2.3274, -3.1171, -2.3848], [2.8398, -0.1167, -2.0307], [1.4346, -0.8562, -2.8536], [-0.3880, -2.6555, 0.9422], [1.5002, -1.0260, 1.6164], [0.0744, -1.1207, 2.6667], [-1.6305, 0.6508, 2.6410], [-2.0889, 3.0437, 2.3325], [-0.5042, 4.4539, 1.0716], [1.5508, 3.4538, 0.1426], [1.9988, 1.0529, 0.4402], [-2.3888, -1.4190, 1.0030], [-3.9835, -0.5063, -0.7710], [-3.5830, 0.7834, 0.3766], [-3.4206, 1.0678, -1.3642]],
  "forces_ev_per_angstrom": [[-0.266, 0.221, 0.194], [0.130, -0.165, -0.481], [0.263, 0.107, 0.287], [-0.300, -0.663, 0.108], [0.126, 0.009, -0.022], [0.129, 0.148, -0.063], [-0.109, -0.039, -0.216], [0.118, -0.022, 0.200], [0.068, 0.015, 0.064], [-0.129, 0.057, 0.021], [-0.027, 0.103, -0.045], [0.062, 0.064, -0.027], [0.019, 0.046, 0.067], [0.113, -0.488, 0.309], [-0.652, 0.096, 0.021], [0.154, 0.090, -0.177], [0.088, 0.303, -0.156], [0.101, -0.017, 0.033], [0.091, -0.004, -0.107], [-0.004, -0.059, -0.032], [-0.109, -0.066, -0.002], [0.110, 0.066, 0.109], [0.049, 0.166, -0.123], [-0.011, -0.048, 0.120], [0.055, -0.017, -0.028], [-0.030, -0.052, 0.054], [-0.055, 0.038, 0.042], [-0.007, 0.083, -0.006], [0.062, 0.048, -0.043], [0.076, -0.043, -0.047], [0.016, 0.046, -0.146], [-0.092, -0.063, 0.008], [-0.049, 0.032, 0.094], [0.012, 0.010, -0.007]],
  "smiles": "CCOC(=O)[C@@H](Cc1ccccc1)NC(C)=O",
  "de_lowest_kcal_mol": 10.9
}

The records above give, respectively, Kohn-Sham gap values of 4.8, 10.3, 9.9, 10.5, 8.4, 9.6 eV.
The records above give, respectively, total energy values of -77803.107, -30914.688, -12792.056, -10914.624, -67988.244, -21390.341 eV.